{"formula": "C6H18Mn2O8S2", "method": "ωB97M-V/def2-TZVPD", "largest_force_ev_per_a": 4.18, "e_homo_ev": [-17.181, -17.187], "total_charge": 2, "energy_ev": -107190.00526, "s_squared": 30.006, "spin_multiplicity": 11, "elements": ["Mn", "Mn", "O", "H", "O", "H", "O", "S", "O", "O", "C", "C", "C", "H", "H", "H", "H", "H", "H", "H", "H", "O", "S", "O", "O", "C", "C", "C", "H", "H", "H", "H", "H", "H", "H", "H"], "xyz": [[-6.9917, -6.5169, 32.3486], [-5.5174, -4.2335, 30.8974], [-7.4461, -4.9669, 31.1301], [-8.3638, -5.1443, 30.9150], [-5.1332, -5.8493, 32.1408], [-4.2710, -6.0407, 32.5104], [-6.1605, -8.4395, 35.8906], [-5.9150, -9.1098, 34.6478], [-6.0602, -8.3221, 33.4490], [-4.4406, -9.7372, 34.7542], [-3.8082, -10.2045, 33.5424], [-2.3067, -9.9838, 33.5545], [-6.9369, -10.6084, 34.5427], [-4.2453, -9.6914, 32.6786], [-4.0631, -11.2523, 33.3662], [-2.0845, -9.1003, 34.1588], [-1.9305, -9.7984, 32.5534], [-1.8031, -10.8043, 34.0598], [-7.8156, -10.4912, 35.1671], [-6.3186, -11.4792, 34.7346], [-7.2522, -10.6843, 33.4988], [-3.4764, -3.4710, 30.9207], [-2.0400, -3.7408, 31.0664], [-1.1357, -2.6814, 31.4095], [-2.0594, -4.8999, 32.1732], [-0.8045, -5.3679, 32.7192], [-1.0579, -5.6841, 34.1861], [-1.4366, -4.5198, 29.5552], [-0.0460, -4.5834, 32.6626], [-0.4067, -6.2331, 32.1865], [-1.4316, -4.8073, 34.7136], [-0.1260, -5.9820, 34.6673], [-1.7881, -6.4833, 34.3196], [-2.1674, -5.2201, 29.1602], [-0.4514, -4.8933, 29.8240], [-1.3175, -3.7541, 28.7870]], "atomic_forces_ev_per_a": [[1.233, -0.740, 0.762], [0.596, -0.335, 0.688], [0.680, -0.892, 0.711], [-0.224, 0.877, -0.720], [-0.566, 0.817, -0.785], [0.186, -0.067, 0.166], [0.250, -0.347, -1.103], [0.236, -2.033, 3.644], [-0.535, 1.296, -2.015], [-1.058, 1.085, -0.406], [-0.031, -0.305, -1.576], [-0.265, 0.324, 1.064], [0.298, 0.740, -1.299], [0.025, 0.246, 0.264], [0.056, -0.072, 0.444], [-0.043, 0.080, -0.119], [0.061, -0.330, -0.072], [0.168, -0.081, -0.301], [0.180, -0.037, 0.305], [-0.042, 0.075, 0.522], [-0.061, 0.016, 0.074], [-0.919, -0.058, -0.207], [1.318, -0.224, -0.003], [-1.305, -1.005, -0.132], [-0.378, 0.672, -1.353], [1.057, 0.028, 1.294], [-0.047, 0.039, -0.078], [-0.430, 0.717, 0.404], [-0.233, 0.130, -0.142], [-0.487, -0.016, -0.272], [0.051, 0.074, -0.077], [-0.017, -0.060, -0.085], [0.053, -0.078, -0.099], [0.232, -0.435, 0.368], [-0.090, -0.393, -0.191], [0.052, 0.292, 0.322]]}